1.
Molecular formula: C25H23Cl5N7SV
Method: DFT, wB97M-V/def2-TZVPD

Structure (XYZ):
```
62
Properties=species:S:1:pos:R:3:mulliken_spin:R:1
V -0.323 -0.520 0.368 3.001
Cl -4.962 -3.877 3.402 0.004
Cl -5.164 -0.896 2.436 -0.002
Cl -0.256 -4.376 0.838 -0.001
Cl -2.791 0.239 0.601 -0.019
Cl -2.551 -5.619 2.485 -0.002
S -2.210 1.809 -2.403 0.005
N 1.299 0.814 -1.061 -0.007
N -0.756 2.763 0.138 0.012
N -3.678 3.843 -1.663 0.000
N -0.269 -0.019 2.446 -0.054
N -1.953 3.387 -0.248 0.002
N 1.594 -1.004 0.825 -0.101
N -0.043 -1.623 -1.208 -0.181
C 3.212 2.116 -0.470 0.010
C -3.798 -1.859 2.036 -0.017
C -2.611 -3.952 2.065 -0.017
C 1.408 -3.231 -2.210 -0.012
C 0.497 -0.965 3.019 0.034
C -1.565 -3.355 1.357 0.015
C -1.090 0.676 3.243 0.051
C -3.711 -3.187 2.453 0.029
C -0.980 -1.943 -2.112 0.080
C 2.375 0.236 1.005 -0.014
C -2.622 3.055 -1.389 0.000
C 1.135 -2.261 -1.259 0.098
C -1.567 -2.006 1.004 0.022
C -1.216 0.435 4.598 -0.008
C 1.477 -1.685 2.122 0.034
C 2.141 2.450 -2.578 -0.002
C 2.292 1.106 -0.221 0.089
C 3.121 2.811 -1.665 -0.002
C 2.173 -1.873 -0.227 0.017
C -0.783 -2.898 -3.088 -0.008
C -0.480 -0.595 5.165 0.022
C -2.749 -1.343 1.299 -0.102
C 0.436 -3.560 -3.140 0.026
C 0.400 -1.298 4.358 -0.023
C 1.247 1.449 -2.231 0.025
H -0.585 -0.842 6.212 0.001
H 2.068 2.933 -3.542 0.000
H -1.682 1.450 2.773 0.002
H 1.106 -2.691 1.941 -0.013
H 0.029 3.183 -0.351 0.003
H 2.451 -1.765 2.622 0.003
H 2.372 -3.723 -2.217 0.000
H -0.642 2.893 1.134 -0.005
H -4.028 4.534 -1.019 0.000
H 0.629 -4.317 -3.887 0.002
H -2.129 4.308 0.125 0.001
H -1.911 -1.394 -2.035 0.002
H -1.573 -3.128 -3.788 0.000
H 3.824 3.602 -1.890 0.000
H 1.970 0.778 1.861 -0.007
H 1.004 -2.100 4.762 0.000
H 2.609 -2.772 0.214 0.006
H -1.884 1.038 5.196 0.000
H 0.457 1.148 -2.899 0.000
H -4.252 3.583 -2.444 0.000
H 2.981 -1.346 -0.739 0.001
H 3.423 0.000 1.226 -0.002
H 3.988 2.345 0.249 0.000
```

Properties
- total charge = +1
- spin multiplicity = 4
- HOMO (alpha / beta) (eV) = -9.3 / -10.8

***

2.
Molecular formula: C23H41FHfP2
Method: DFT, wB97M-V/def2-TZVPD

Structure (XYZ):
```
68
Properties=species:S:1:pos:R:3:mulliken_charge:R:1
Hf 1.349 -1.956 -2.380 0.497
P 1.303 0.403 -2.383 0.789
P -0.477 0.372 -4.216 0.960
F 3.248 -2.083 -2.554 -0.817
C -3.039 3.914 -3.876 -0.828
C 0.556 3.831 -3.273 -0.981
C 1.464 -5.102 -0.964 -1.182
C -0.461 -1.897 -0.574 1.573
C -1.982 3.054 -4.607 -0.881
C -0.300 2.747 -2.791 -1.071
C 1.028 -0.294 0.834 -1.133
C 0.779 -1.555 0.071 -0.023
C -1.685 -1.050 -0.519 -1.377
C 1.341 0.412 -4.221 -1.402
C 2.787 1.432 -1.990 -1.111
C 2.966 -2.849 0.671 -1.726
C -0.691 0.513 -6.033 -1.655
C -2.595 4.901 -2.830 -0.624
C 0.953 -3.729 -0.725 0.383
C -0.115 5.235 -3.435 -0.821
C -0.351 -3.237 -1.071 0.420
C -1.312 2.098 -3.604 0.500
C 1.650 -2.692 -0.010 0.642
C -1.387 5.467 -2.662 -0.279
C -1.612 -0.977 -3.824 -0.744
C -1.428 -4.052 -1.694 -1.707
C 0.903 -3.195 -4.132 -1.451
H -1.268 3.709 -5.122 0.370
H -2.034 -0.928 0.515 0.421
H 1.427 -4.153 -3.954 0.405
H -0.143 -3.445 -4.352 0.340
H -1.952 -1.453 -4.755 0.580
H -3.733 3.214 -3.378 0.408
H 2.981 -3.793 1.234 0.391
H 0.628 0.586 0.311 0.178
H 1.778 -0.450 -4.764 0.513
H 3.185 1.825 -2.937 0.399
H -2.498 -0.570 -3.318 0.476
H -0.621 -0.503 -6.447 0.541
H 2.502 2.261 -1.323 0.363
H -3.635 4.430 -4.651 0.487
H 3.545 0.804 -1.497 0.404
H 2.113 -5.403 -0.133 0.367
H 1.056 3.559 -4.227 0.203
H -1.461 -5.051 -1.241 0.556
H 0.540 -0.348 1.820 0.342
H 3.151 -2.024 1.368 0.421
H -1.251 -4.197 -2.765 0.180
H 2.101 -0.139 1.000 0.475
H -1.484 -0.045 -0.911 0.020
H 0.636 -5.815 -1.047 0.315
H -0.261 2.538 -1.706 0.848
H -2.414 -3.589 -1.572 0.337
H -1.209 -1.786 -3.191 -0.457
H -3.417 5.213 -2.172 0.408
H -1.667 0.940 -6.298 0.481
H 3.796 -2.878 -0.048 0.296
H -2.102 1.631 -2.992 0.777
H -0.242 5.435 -4.509 0.390
H 0.114 1.120 -6.470 0.411
H 1.748 1.354 -4.611 0.807
H 0.607 5.976 -3.055 0.422
H -2.519 2.492 -5.377 0.406
H 2.053 -5.156 -1.890 0.232
H -1.259 6.227 -1.886 0.388
H 1.337 -2.778 -5.055 0.473
H -2.503 -1.488 -1.096 0.288
H 1.364 3.935 -2.530 0.385
```

Properties
- total charge = +2
- HOMO (eV) = -14.1

***

3.
Molecular formula: C3H9ClNP
Method: DFT, wB97M-V/def2-TZVPD

Structure (XYZ):
```
15
Properties=species:S:1:pos:R:3:mulliken_charge:R:1
Cl -1.354 0.218 2.366 -0.145
P 0.058 1.261 1.573 0.119
N -0.104 0.701 -0.433 -0.311
C -1.408 0.230 -0.728 -1.032
C 1.068 -0.144 -0.723 -0.279
C 1.246 -1.184 0.310 -0.919
H 0.176 -1.551 0.639 0.191
H 1.834 -2.066 0.048 0.326
H -1.954 -0.670 -0.376 0.352
H -2.120 1.111 -0.682 0.325
H -1.462 0.079 -1.783 0.425
H 1.681 -0.679 1.185 0.321
H 2.099 0.553 -0.829 0.170
H -0.646 2.576 1.237 0.090
H 0.886 -0.434 -1.804 0.364
```

Properties
- HOMO (eV) = -8.6

***

4.
Molecular formula: C5H8O2
Method: DFT, wB97M-V/def2-TZVPD

Structure (XYZ):
```
15
Properties=species:S:1:pos:R:3:mulliken_charge:R:1
O -2.216 0.146 1.891 -0.463
O 0.089 2.473 -0.026 -0.466
C 0.995 -1.643 -0.955 -1.257
C 0.451 -0.209 -0.833 -0.424
C -0.242 0.177 0.512 0.247
C 0.101 1.621 0.831 -0.207
C -1.752 0.452 0.820 -0.112
H 0.217 -2.412 -0.934 0.326
H 0.056 -0.501 1.320 0.274
H 1.728 -1.883 -0.172 0.344
H 1.323 0.455 -0.918 0.294
H -2.301 1.171 0.172 0.352
H 1.528 -1.744 -1.911 0.363
H -0.170 0.036 -1.700 0.342
H 0.194 1.862 1.904 0.386
```

Properties
- HOMO (eV) = -9.9